The molecule C6H10NO2P at a distorted geometry. Source: OMol25; level of theory: wB97M-V/def2-TZVPD.

Structure (ORCA input):
```
! RIJCOSX wB97M-V def2-TZVPD def2/J DEFGRID3
* xyz 0 1
C 3.2331 -0.9009 1.0616
C 1.5761 1.0038 0.2705
H 1.0682 -0.0897 -1.7145
H -3.4493 0.8197 -0.7285
N -0.5728 -0.4891 -0.4687
C -0.0764 -1.8109 -0.0479
O -2.4786 -0.8043 1.3591
H 0.8029 -1.9652 0.5378
H 0.0563 -2.4790 -0.9079
H 0.1058 1.3169 -1.4609
H 1.9279 1.9225 -0.3777
H -0.8832 -2.3094 0.5277
H 4.0579 -1.4277 1.5307
H -2.9416 1.9795 0.5175
O 0.8475 1.5056 1.2511
C 0.4383 0.3846 -1.0191
C 2.5875 -0.0306 0.5749
C -2.5664 1.3495 -0.4044
P -1.6653 0.1177 0.5857
H -2.0679 1.9069 -1.0869
*
```

- ΔE to the lowest compared entry with this formula, charge and spin: 480.4 kJ/mol
- HOMO energy (alpha / beta): -8.52 / -8.17 eV



A cluster of 2 separate species, C6H10O in total at a distorted geometry. Source: OMol25; level of theory: wB97M-V/def2-TZVPD.

Structure (ORCA input):
```
! RIJCOSX wB97M-V def2-TZVPD def2/J DEFGRID3
* xyz -1 2
H 0.1673 -2.3728 0.1480
H 0.5331 2.6215 3.2253
H 1.2638 -1.1280 -2.3978
H 1.8444 1.8016 1.1904
C 0.1851 1.8523 2.5331
C 0.3618 0.4885 0.4833
H -3.4569 -0.6880 -1.4912
H 0.7235 -3.3020 -1.2590
H -0.8639 1.5911 2.6758
C 0.5008 -2.3114 -0.8805
H -2.3414 0.3287 -1.1719
H 1.6196 0.8571 -1.2487
C 0.8370 1.4385 1.4077
C 0.9379 -1.1126 -1.3599
O -2.6803 -0.2659 -1.8618
C 0.9862 0.1397 -0.7230
H -0.6180 0.0618 0.7302
*
```

- ΔE to the lowest compared entry with this formula, charge and spin: 34.8 kJ/mol
- HOMO energy (alpha / beta): -0.74 / -2.39 eV



The ion C6H10O with charge -1 at a distorted geometry. Source: OMol25; level of theory: wB97M-V/def2-TZVPD.

Structure (ORCA input):
```
! RIJCOSX wB97M-V def2-TZVPD def2/J DEFGRID3
* xyz -1 2
H -2.8231 -0.0559 0.0534
H 1.1475 -1.7998 0.4230
O 1.9028 -2.0738 -0.1708
C -0.1111 1.5386 1.1202
H -1.9822 -0.6920 1.5102
C 0.9652 0.1068 -1.0621
H -0.5511 1.9507 2.0183
H -2.7326 0.9975 1.6397
H 1.6371 -1.6277 -2.1556
H -1.0072 -0.5395 -1.4025
C 1.8809 -1.1125 -1.2464
C -0.8790 0.6839 0.4244
H 1.4370 1.0717 -0.8878
C -0.3912 0.0349 -0.7848
H 0.9110 1.7680 0.8963
C -2.2368 0.2594 0.9591
H 2.8328 -0.5104 -1.3345
*
```

- ΔE to the lowest compared entry with this formula, charge and spin: 102.3 kJ/mol
- HOMO energy (alpha / beta): -0.61 / -2.25 eV



The ion C6H10O with charge -1. Source: OMol25; level of theory: wB97M-V/def2-TZVPD.

Structure (ORCA input):
```
! RIJCOSX wB97M-V def2-TZVPD def2/J DEFGRID3
* xyz -1 2
H 0.5196 -1.8204 -1.4589
H -0.6254 -0.7212 1.1803
C 0.3399 3.1442 -0.0508
C -0.1156 -0.6482 0.2259
H 1.3888 3.1591 -0.3871
H 0.7193 1.7481 1.5339
H 0.1228 4.0055 0.5893
C 0.0497 1.8209 0.6552
H 0.0050 -4.9216 -0.2533
H -1.1221 -3.1522 0.7630
H 0.6757 0.8115 -1.1949
H -0.2813 3.2285 -0.9458
H -0.9547 1.8760 1.0899
C -0.5454 -3.0540 -0.1417
O -0.3527 -4.2604 -0.8515
C 0.1732 0.6368 -0.2463
C 0.0031 -1.8528 -0.5074
*
```

- ΔE to the lowest compared entry with this formula, charge and spin: 50.6 kJ/mol
- HOMO energy (alpha / beta): 0.57 / -2.25 eV



The ion C6H10O with charge -1 at a distorted geometry. Source: OMol25; level of theory: wB97M-V/def2-TZVPD.

Structure (ORCA input):
```
! RIJCOSX wB97M-V def2-TZVPD def2/J DEFGRID3
* xyz -1 2
H 1.7490 -0.1953 -2.0736
C 2.1667 -0.3184 0.8070
H 2.8738 -0.9790 0.2756
H -2.6285 -1.4189 0.4296
O -3.9049 0.1134 -0.1628
H -1.7097 0.9221 -0.9582
H -2.7561 -0.0577 1.5543
C -0.2657 -0.0680 0.4324
C -2.7968 -0.2991 0.4461
C -1.4966 0.2617 -0.1234
H 2.7595 0.5472 1.1250
C 1.2711 0.5535 -1.4302
H 1.8847 1.4581 -1.4696
H -0.3372 -0.3744 1.4786
C 1.0012 -0.0120 -0.0737
H 0.3263 0.7913 -1.9216
H 1.8632 -0.9245 1.6647
*
```

- ΔE to the lowest compared entry with this formula, charge and spin: 36.7 kJ/mol
- HOMO energy (alpha / beta): -2.17 / -2.31 eV



The molecule C6H10O at a distorted geometry. Source: OMol25; level of theory: wB97M-V/def2-TZVPD.

Structure (ORCA input):
```
! RIJCOSX wB97M-V def2-TZVPD def2/J DEFGRID3
* xyz 0 1
C 1.1792 -0.2886 1.1571
H -1.0992 -1.5654 0.8747
C -1.3887 -1.1787 -0.0857
C -0.0991 -0.7085 -0.9973
C -1.3092 0.1337 -0.7665
O 1.8433 0.9834 -0.7739
H 0.3747 -0.9210 1.5174
H -0.4454 2.0706 -0.7891
C 0.7379 0.3383 -0.1396
H -0.8778 1.5702 0.8837
H -2.3620 -1.6445 -0.3320
C -0.5304 1.2326 -0.0959
H 0.3472 -1.3312 -1.7672
H 1.3888 0.4413 1.9421
H 2.2740 1.5224 -0.0843
H -2.0877 0.2599 -1.5033
H 2.0544 -0.9146 0.9599
*
```

- ΔE to the lowest compared entry with this formula, charge and spin: 247.7 kJ/mol
- HOMO energy: -9.15 eV
- Structure (SMILES): C[C@]1(O)C[C@@H]2C[C@@H]21



A structure of composition C6H10O. Source: OMol25; level of theory: wB97M-V/def2-TZVPD.

Structure (ORCA input):
```
! RIJCOSX wB97M-V def2-TZVPD def2/J DEFGRID3
* xyz 0 1
C 0.8083 1.4108 0.9636
C -1.1892 -0.3211 0.7977
H 0.2141 1.8531 1.7684
H 1.1494 2.2143 0.3052
H 1.0763 -1.6704 0.6495
H -0.3721 -1.9483 -1.8471
C 0.8771 -0.9547 -0.1550
H -1.0574 -0.7105 1.8149
O -1.4019 -1.4007 -0.1260
H -1.3361 0.7591 -1.5606
H 1.7927 -0.6941 -0.6939
C -0.3635 0.3286 -1.2975
H 0.4174 0.6868 -1.9737
C -0.3344 -1.1942 -1.0602
C 0.0754 0.3168 0.2054
H 1.7026 0.9733 1.4220
H -2.0587 0.3512 0.7874
*
```

- ΔE to the lowest compared entry with this formula, charge and spin: 100.0 kJ/mol
- HOMO energy: -9.36 eV



The molecule C6H10O. Source: OMol25; level of theory: wB97M-V/def2-TZVPD.

Structure (ORCA input):
```
! RIJCOSX wB97M-V def2-TZVPD def2/J DEFGRID3
* xyz 0 1
C 0.0202 0.2225 1.1336
C 0.9732 -0.9009 0.8349
H -0.9440 1.9988 0.2887
H -0.2037 0.4432 2.1738
C -1.1157 -1.1161 -0.7872
H 0.8380 2.6390 -1.2580
C -0.0108 1.4370 0.2620
C 0.9657 1.8088 -0.5689
H 1.9025 1.2594 -0.6167
O -1.0012 0.0899 -1.5123
H -0.7222 -1.9566 -1.3777
H -0.0848 0.4303 -1.4780
C -0.4968 -1.0990 0.6082
H -0.9862 -1.7617 1.3261
H -2.1920 -1.2759 -0.6601
H 1.6110 -0.8141 -0.0414
H 1.4467 -1.4045 1.6728
*
```

- ΔE to the lowest compared entry with this formula, charge and spin: 173.8 kJ/mol
- HOMO energy: -9.04 eV
- Structure (SMILES): C=C[C@@H]1C[C@@H]1CO



A structure of composition C6H10O at a distorted geometry. Source: OMol25; level of theory: wB97M-V/def2-TZVPD.

Structure (ORCA input):
```
! RIJCOSX wB97M-V def2-TZVPD def2/J DEFGRID3
* xyz 0 1
H 2.5826 1.1665 -0.1430
H -2.8543 -0.4501 1.1857
H 0.9778 -2.0040 0.5979
H -2.4765 1.4068 -0.3962
H 1.2104 -0.7097 -2.0874
H -1.0006 1.9123 0.5487
O 1.1600 0.0723 0.8892
C -1.6456 1.0833 0.2527
H 0.8945 1.3787 -0.7432
C 1.6268 0.6765 -0.3246
C 1.5835 -0.6636 -1.0596
H -1.3522 0.0336 2.0818
C -1.8307 -0.0757 1.1058
C -0.8888 -0.7532 0.0079
C 0.6497 -1.0401 0.1420
H 2.5657 -1.1602 -1.0360
H -1.2024 -0.8734 -1.0216
*
```

- ΔE to the lowest compared entry with this formula, charge and spin: 370.5 kJ/mol
- HOMO energy: -8.19 eV



The molecule C6H10O. Source: OMol25; level of theory: wB97M-V/def2-TZVPD.

Structure (ORCA input):
```
! RIJCOSX wB97M-V def2-TZVPD def2/J DEFGRID3
* xyz 0 1
C -1.9540 -0.3633 0.4112
H 1.8135 -1.5519 1.1188
H 2.4684 0.0522 -0.7574
H -1.2890 -0.3172 -1.6352
H 0.5749 -1.7392 -1.0665
H -1.6149 -0.0173 1.3933
H 0.8958 2.0430 0.6607
H 1.2538 2.1604 -1.0788
C 1.1299 -0.7485 0.8588
C -0.8846 -0.0870 -0.6388
C 0.4161 -0.8541 -0.4573
H -2.8741 0.1771 0.1710
H -2.1822 -1.4334 0.4759
H 0.6094 -0.3177 1.7104
C 1.5037 0.1618 -0.2717
C 0.8176 1.5179 -0.3039
O -0.5536 1.3023 -0.6022
*
```

- ΔE to the lowest compared entry with this formula, charge and spin: 68.2 kJ/mol
- HOMO energy: -9.44 eV
- Structure (SMILES): C[C@H]1OC[C@H]2C[C@H]21



The molecule C6H10O. Source: OMol25; level of theory: wB97M-V/def2-TZVPD.

Structure (ORCA input):
```
! RIJCOSX wB97M-V def2-TZVPD def2/J DEFGRID3
* xyz 0 1
C -1.6689 0.1364 0.5000
H 1.7429 -0.4507 -1.1347
H -1.1067 -0.1299 1.3987
H -1.2985 1.5204 -1.2125
H -0.4103 -1.3505 -0.4612
C 1.5657 -0.0493 -0.1298
H 0.6746 1.7040 0.7676
C 0.6381 1.1750 -0.1913
C -1.2041 -0.6314 -0.6926
O 0.5186 -0.9053 1.8536
H -1.8479 -1.0014 -1.4828
C -0.8107 0.8164 -0.5398
C 1.0660 -1.1384 0.7979
H 1.2741 -2.1916 0.5205
H -2.7127 0.3896 0.6646
H 2.5436 0.2346 0.2822
H 1.0363 1.8721 -0.9403
*
```

- ΔE to the lowest compared entry with this formula, charge and spin: 119.7 kJ/mol
- HOMO energy: -9.82 eV
- Structure (SMILES): O=CCCC1CC1



The molecule C6H10O at a distorted geometry. Source: OMol25; level of theory: wB97M-V/def2-TZVPD.

Structure (ORCA input):
```
! RIJCOSX wB97M-V def2-TZVPD def2/J DEFGRID3
* xyz 0 1
C 2.0118 -1.9919 1.7343
C -0.7841 0.9778 -0.1701
H -0.1829 -0.6432 2.0159
H -0.8534 -0.9201 -1.1027
H 0.0938 1.4098 0.3213
H 1.6672 -2.8779 2.2693
H -1.8152 1.3507 0.1608
H -0.6667 0.9659 -2.4942
H 2.9047 -2.3231 1.1751
H 1.2579 -1.9883 -0.3138
C -0.7444 1.5382 -1.5864
C -0.9386 -0.5288 -0.0727
H 2.3673 -1.1374 2.3663
C -0.0325 -0.9432 0.9310
O -0.7837 2.7593 -1.6630
H -2.0254 -0.7612 0.0539
C 1.0748 -1.5768 0.6394
*
```

- ΔE to the lowest compared entry with this formula, charge and spin: 164.7 kJ/mol
- HOMO energy: -9.22 eV
- Structure (SMILES): C/C=C/CCC=O



The molecule C6H10O at a distorted geometry. Source: OMol25; level of theory: wB97M-V/def2-TZVPD.

Structure (ORCA input):
```
! RIJCOSX wB97M-V def2-TZVPD def2/J DEFGRID3
* xyz 0 1
H 2.5697 -0.7494 -0.9377
C 2.1929 -0.3615 0.0075
H 0.7085 0.3517 -1.4004
C 0.7779 -0.8010 0.2418
O -0.1529 -1.6486 -0.3444
H -0.1804 2.2025 -0.6616
C -0.0750 1.3935 0.1388
H -1.5808 -1.1353 1.1956
H -2.1850 -1.5412 -0.3071
H -2.1702 1.0851 0.2418
H -1.4819 0.5679 -1.2155
C -1.2888 0.4958 -0.2026
C -1.3392 -1.0397 0.1244
H 0.2576 -0.6963 1.3356
H 3.0039 -0.2739 0.8754
H -0.0257 1.6827 1.2733
C 0.9693 0.4674 -0.3650
*
```

- ΔE to the lowest compared entry with this formula, charge and spin: 379.4 kJ/mol
- HOMO energy: -8.98 eV
- Structure (SMILES): C1CO[C@H]2C[C@@H]2C1



The molecule C6H10O. Source: OMol25; level of theory: wB97M-V/def2-TZVPD.

Structure (ORCA input):
```
! RIJCOSX wB97M-V def2-TZVPD def2/J DEFGRID3
* xyz 0 1
C -1.0253 -0.7494 -0.5289
H 2.7936 0.7120 1.2098
C 0.5055 -0.9194 -0.4358
H 0.7576 -1.9473 -0.1353
C 2.4535 0.0357 0.4222
H -1.4633 -1.7303 -0.7481
C -1.3300 0.3212 -1.5748
H 2.8962 -0.9584 0.5871
H 0.9467 -0.7545 -1.4338
C -1.6772 0.1181 0.5730
O 1.0499 -0.0052 0.4832
C -1.5051 1.2792 -0.4282
H -2.2245 2.0965 -0.5407
H 2.7983 0.4105 -0.5532
H -1.1692 0.1956 1.5362
H -0.5048 1.7221 -0.2830
H -2.7257 -0.1450 0.7315
*
```

- ΔE to the lowest compared entry with this formula, charge and spin: 449.4 kJ/mol
- HOMO energy: -8.28 eV



A structure of composition C6H10O. Source: OMol25; level of theory: wB97M-V/def2-TZVPD.

Structure (ORCA input):
```
! RIJCOSX wB97M-V def2-TZVPD def2/J DEFGRID3
* xyz 0 1
H 1.7800 -1.0157 -0.9556
C 0.4177 1.4435 -0.3269
H 0.7872 0.4362 1.5643
O -0.7430 -1.7104 -0.4872
C -0.6758 -0.6515 0.4326
H 0.8386 1.3557 -1.3340
H 2.7889 -0.0405 0.1270
H -0.6249 -1.3451 -1.3749
H 2.0420 -1.5451 0.7106
C 0.6813 0.1334 0.5170
C -1.3185 0.5997 0.0196
C 1.8913 -0.6665 0.0761
H -3.3321 0.1916 0.3375
C -1.1382 1.7222 -0.5316
H -0.9836 -1.0702 1.3917
H -3.2786 -0.1504 -0.3238
H 0.8677 2.3132 0.1577
*
```

- ΔE to the lowest compared entry with this formula, charge and spin: 511.3 kJ/mol
- HOMO energy: -9.32 eV



A cluster of 2 separate species, C6H10O in total. Source: OMol25; level of theory: wB97M-V/def2-TZVPD.

Structure (ORCA input):
```
! RIJCOSX wB97M-V def2-TZVPD def2/J DEFGRID3
* xyz 0 1
H -0.3126 1.1941 2.2510
C 0.6275 -2.2687 0.2820
H 0.7521 0.2797 1.0527
O 1.5429 1.1956 -1.2212
H -0.2568 3.1761 0.7236
H -1.3917 -2.4084 0.8080
H -1.8791 -1.5013 -1.5823
H -1.7749 -0.1812 -0.4313
H 1.0541 3.1381 -1.3708
C 0.2349 1.1981 1.3128
H 0.9949 -2.9509 1.0472
H 1.3838 -1.8301 -0.3641
C 1.0070 2.1946 -0.7889
C 0.2639 2.2497 0.4929
H -0.3916 -0.5392 -1.4686
C -1.1971 -0.9971 -0.8873
C -0.6574 -1.9493 0.1442
*
```

- ΔE to the lowest compared entry with this formula, charge and spin: 144.1 kJ/mol
- HOMO energy: -9.57 eV
- Structure (SMILES): C=CC=O.C=CC



The molecule C6H10O at a distorted geometry. Source: OMol25; level of theory: wB97M-V/def2-TZVPD.

Structure (ORCA input):
```
! RIJCOSX wB97M-V def2-TZVPD def2/J DEFGRID3
* xyz 0 1
C 0.1194 1.4419 -0.3222
H 0.2430 -1.9110 -1.8541
C -0.5715 -1.2984 -1.5443
C 0.7878 2.5739 0.3366
C -0.3205 0.3659 0.5602
H 0.7641 -1.9810 1.3262
C -0.4276 -0.9473 0.0109
H -0.3437 -0.3448 -1.9960
C -0.2766 -2.0380 0.9410
H -1.5596 -1.6253 -1.9808
O -0.3292 0.6188 1.7874
H 0.3850 1.2627 -1.3479
H 0.1665 3.2039 0.9860
H 1.1863 3.3663 -0.3328
H -0.9137 -1.8745 1.8708
H -0.5690 -3.0933 0.6132
H 1.6592 2.2801 0.9456
*
```

- ΔE to the lowest compared entry with this formula, charge and spin: 280.8 kJ/mol
- HOMO energy (alpha / beta): -8.46 / -8.27 eV



The molecule C6H10O at a distorted geometry. Source: OMol25; level of theory: wB97M-V/def2-TZVPD.

Structure (ORCA input):
```
! RIJCOSX wB97M-V def2-TZVPD def2/J DEFGRID3
* xyz 0 1
C -0.4205 0.7912 0.8166
H -0.2533 1.8289 0.4943
H -0.6270 -0.9464 -2.5135
H 0.6591 -1.0664 0.8570
H 2.2071 1.4528 0.0421
C -1.7231 0.2835 0.2793
H -0.3786 -2.1302 -1.2236
H 2.2332 0.7237 1.6635
C 2.0993 0.5138 0.5961
C 0.7330 -0.0944 0.3364
H -2.6487 0.6092 0.7581
C -1.6927 -0.6077 -0.6953
H -0.4507 0.8036 1.9119
O 0.6271 -0.3124 -1.0659
H -2.7431 -0.6257 -1.0991
H 2.8940 -0.1664 0.2740
C -0.5151 -1.0571 -1.4319
*
```

- ΔE to the lowest compared entry with this formula, charge and spin: 64.3 kJ/mol
- HOMO energy: -9.37 eV
- Structure (SMILES): C[C@H]1CC=CCO1



A cluster of 2 separate species, C6H10O in total at a distorted geometry. Source: OMol25; level of theory: wB97M-V/def2-TZVPD.

Structure (ORCA input):
```
! RIJCOSX wB97M-V def2-TZVPD def2/J DEFGRID3
* xyz 0 1
H -0.7636 1.8642 -2.4828
C -0.5664 -0.1124 1.0630
H 0.2977 -0.9523 -0.7375
O 0.0238 1.5453 -2.0344
H 1.6902 0.9810 1.3494
C 2.8966 -0.1354 -0.0740
H -0.3001 0.3953 2.0295
H -3.4917 -1.4362 -0.2302
C -2.4542 -1.2688 0.0616
H -2.7737 -0.0669 1.6959
C 1.7731 0.2367 0.5625
H 2.8707 -0.7073 -0.9776
C 0.4537 -0.3036 0.1891
C -2.0153 -0.3900 0.9940
H -0.2104 1.2502 -1.1445
H 3.8339 0.0113 0.4598
H -1.8327 -2.0376 -0.3988
*
```

- ΔE to the lowest compared entry with this formula, charge and spin: 218.6 kJ/mol
- HOMO energy: -8.30 eV
- Structure (SMILES): C=C/C=C/C=C.O



A structure of composition C6H10O. Source: OMol25; level of theory: wB97M-V/def2-TZVPD.

Structure (ORCA input):
```
! RIJCOSX wB97M-V def2-TZVPD def2/J DEFGRID3
* xyz 0 1
C -0.9992 -1.6353 -0.7370
C -0.0781 -0.6477 0.0373
H -0.7260 -1.4498 -1.7932
O 1.1964 -0.7126 -0.6356
H 1.8285 1.2797 -0.9207
C -0.1220 1.2685 1.1299
C 0.4286 -0.1285 1.4865
H 0.8168 0.5123 -2.2053
H 1.5314 -0.0824 1.4609
H -1.0859 1.4147 1.6237
H 0.5047 2.1513 1.3051
H -1.1624 1.2397 -0.8677
H -0.8069 -2.6982 -0.5724
C 0.9909 0.6091 -1.1322
H -2.0831 -1.4578 -0.6933
H 0.1523 -0.5831 2.4360
C -0.2960 0.8417 -0.3295
*
```

- ΔE to the lowest compared entry with this formula, charge and spin: 217.3 kJ/mol
- HOMO energy: -9.16 eV